No. 1
Entry from the OMol25 dataset: a structure of composition C3H2F4N2O4S2 in a non-equilibrium geometry (ωB97M-V/def2-TZVPD).

Values from the calculation:
frontier orbital gap = 11.1648 eV

Structure (ORCA input):
```
! RIJCOSX wB97M-V def2-TZVPD def2/J DEFGRID3
* xyz 0 1
C -2.4600 -1.1686 0.2787
C 2.1270 0.2896 -0.1238
C 1.1505 -0.5140 -1.0198
N -3.3146 -0.3465 0.6163
N -0.2327 1.4443 0.4157
O 1.6332 1.9308 2.0370
O 0.4892 -0.2607 1.9796
O -1.2175 -0.9071 -0.2467
O -1.1060 1.0141 -1.8957
F 2.3678 1.4582 -0.9282
F 3.2753 -0.2289 0.2068
F 1.4317 -0.5547 -2.3544
F 1.0861 -1.8482 -0.7656
S 1.0039 0.8722 1.3168
S -0.5436 0.3983 -0.7651
H -2.5097 -2.2376 0.4360
H -3.1806 0.6587 0.8124
*
```

Here are the Löwdin charges for atoms 1 to 2, given in e:
1. C -0.274
2. C -0.431

---

No. 2
Entry from the OMol25 dataset: a structure of composition C28H24BrCl6N2O4RhSi in a non-equilibrium geometry (ωB97M-V/def2-TZVPD).

Values from the calculation:
frontier orbital gap (spin up / spin down) = 6.9727 / 6.9732 eV
ΔE to the lowest compared entry with this formula, charge and spin = 0.0 kcal/mol

Structure (ORCA input):
```
! RIJCOSX wB97M-V def2-TZVPD def2/J DEFGRID3
* xyz 0 1
Rh -0.2841 0.1217 0.1739
C -2.3126 -0.7916 4.2095
Si -2.3678 -1.3148 2.4014
C -3.7735 -0.3336 1.6557
C -2.8814 -3.1144 2.2134
N -0.8140 -1.0617 1.6706
C 0.2718 -1.8438 2.1246
C 0.2073 -2.7887 3.1458
C 1.3256 -3.5261 3.5405
C 2.5537 -3.3477 2.9417
C 2.6558 -2.3941 1.9305
C 1.5382 -1.6847 1.5772
O 1.5823 -0.6886 0.5646
C 2.8048 -0.2308 0.0527
C 3.7003 0.4228 0.8769
C 4.8847 0.8965 0.3322
C 5.1497 0.7234 -1.0192
C 4.2343 0.0628 -1.8270
C 3.0535 -0.4282 -1.2896
H -3.0530 -1.3237 4.8140
H -2.5395 0.2759 4.2892
H -1.3306 -0.9574 4.6545
H -4.6457 -0.5451 2.2830
H -4.0231 -0.6675 0.6483
H -3.6171 0.7442 1.6505
H -3.9701 -3.1757 2.1313
H -2.5819 -3.7602 3.0392
H -2.4545 -3.5204 1.2936
H -0.7266 -2.9695 3.6568
H 1.2105 -4.2519 4.3361
H 3.4174 -3.9253 3.2384
H 3.5971 -2.2112 1.4300
H 3.4692 0.5575 1.9242
H 5.5961 1.4113 0.9648
H 6.0694 1.1042 -1.4435
H 4.4366 -0.0713 -2.8815
H 2.3152 -0.9291 -1.9002
Cl 0.4196 5.4973 -5.2431
C 0.5082 4.1459 -4.1789
C 1.1655 4.2506 -2.9573
Cl 1.9348 5.7288 -2.5207
C 1.2063 3.1685 -2.0864
Cl 2.1403 3.2488 -0.6360
C 0.5484 1.9515 -2.3757
O 0.5296 0.9471 -1.5542
C -0.0209 1.8498 -3.6621
Cl -0.6297 0.3077 -4.1308
C -0.0610 2.9249 -4.5376
Cl -0.8241 2.7540 -6.0689
Br 0.9851 0.9240 3.5750
C 0.0615 2.1319 2.5002
C -0.2805 3.3400 3.0872
C -0.8714 4.3258 2.3261
C -1.0814 4.0886 0.9834
C -0.7341 2.8638 0.4656
N -0.1859 1.8699 1.2013
H -0.0608 3.4871 4.1334
H -1.1430 5.2725 2.7739
H -1.5121 4.8340 0.3312
H -0.9008 2.6523 -0.5740
Cl -3.5123 1.7584 -2.8225
C -3.3951 0.0634 -2.2982
C -2.2775 -0.1441 -1.3119
O -2.0471 0.7401 -0.4130
O -1.5703 -1.1571 -1.3437
H -3.2306 -0.5715 -3.1609
H -4.3385 -0.1905 -1.8165
*
```

Here are the Löwdin charges for atoms 1 to 2, given in e:
1. Rh 1.296
2. C -0.179

---

No. 3
Entry from the OMol25 dataset: a structure of composition C35H30ClF6N7O10S4Ta in a non-equilibrium geometry (ωB97M-V/def2-TZVPD).

Values from the calculation:
frontier orbital gap = 6.4254 eV
ΔE to the lowest compared entry with this formula, charge and spin = 0.0 kcal/mol

Structure (ORCA input):
```
! RIJCOSX wB97M-V def2-TZVPD def2/J DEFGRID3
* xyz 3 1
Ta 0.3523 0.7278 -1.0067
N 2.7565 4.1253 -2.5899
C 3.2994 3.3349 -3.5635
C 2.8579 2.0509 -3.3447
N 1.9636 2.1099 -2.2460
C 1.9516 3.3659 -1.8273
C 1.1195 3.6468 -0.7017
N 0.4154 2.6396 -0.1512
C -0.4325 3.1702 0.7973
C -0.2098 4.4981 0.8693
N 0.7988 4.7665 -0.0764
H 3.0088 5.0923 -2.5354
H 3.8163 3.6949 -4.4065
H 3.0164 1.1372 -3.9249
H -1.1248 2.5639 1.3607
H -0.6598 5.2838 1.4977
H 1.1213 5.6929 -0.2665
O -4.0558 -3.7950 0.1917
C -4.2169 -3.0879 1.3180
O -4.5862 -3.6043 2.3268
C -3.8283 -1.6628 1.3421
C -4.3806 -0.7806 2.2289
Cl -5.7756 -0.7534 3.2090
N -3.7181 0.4295 2.0707
N -2.8248 0.3607 1.1483
C -2.8690 -0.8974 0.6476
C -1.9650 -1.2470 -0.4461
O -1.9716 -2.3037 -1.0086
O -1.3105 -0.1900 -0.9790
C -4.0609 1.6247 2.7594
C -4.4708 2.7369 2.0168
C -4.8405 3.8669 2.7659
C -4.7690 3.8783 4.1552
C -4.3870 2.7254 4.8153
C -4.0060 1.5694 4.1171
H -3.6471 -3.2588 -0.4879
H -4.4589 2.7006 0.9305
H -5.1515 4.8050 2.2693
H -4.9988 4.7767 4.7373
H -4.4047 2.7619 5.9018
H -3.6183 0.6961 4.6859
O 0.3071 0.1760 0.8839
S 0.5756 0.0447 2.4086
C 2.2812 -0.5297 2.4046
C 2.6008 -1.7816 1.6165
C 4.0764 -1.7800 1.0777
C 4.4601 -0.5643 0.2169
S 3.5807 -0.2120 -1.2568
O 2.1058 -0.0560 -0.6095
C 3.7008 -1.7642 -2.0063
C 2.9209 -2.8788 -1.6882
C 3.2851 -4.1322 -2.1175
C 4.4918 -4.2676 -2.8506
C 5.2467 -3.1435 -3.1656
C 4.8524 -1.8686 -2.7650
C -0.3338 -1.3547 3.0474
C -0.6510 -1.0844 4.3755
C -1.2743 -2.1393 5.0967
C -1.7860 -3.2633 4.4379
C -1.4420 -3.4773 3.0665
C -0.6673 -2.5497 2.3725
H 2.5253 -0.6579 3.4680
H 2.9093 0.3769 2.1438
H 1.9683 -1.8219 0.7676
H 2.4267 -2.6939 2.1913
H 4.2737 -2.6569 0.4307
H 4.7397 -1.8189 1.9124
H 5.4619 -0.6722 -0.1741
H 4.5427 0.3129 0.8814
H 2.0273 -2.7750 -1.1057
H 2.6686 -4.9919 -1.9009
H 4.7885 -5.2843 -3.1561
H 6.1491 -3.2413 -3.7745
H 5.4022 -0.9901 -3.0230
H -0.2847 -0.1682 4.8525
H -1.6410 -1.9100 6.1149
H -2.4526 -3.9348 4.9742
H -1.7567 -4.3829 2.6054
H -0.4107 -2.6592 1.3287
F -1.8063 4.0926 -3.8781
C -1.3192 3.0215 -4.5009
F -1.9510 2.8972 -5.6449
F -0.0150 3.0867 -4.6468
S -1.6950 1.6195 -3.4712
O -0.7347 1.9009 -2.3279
O -3.0553 1.7045 -3.1124
N -1.2966 0.3787 -4.2936
S 0.0581 -0.4461 -4.1765
O 1.1173 -0.2340 -5.1094
O 0.5733 -0.4254 -2.7115
C -0.2723 -2.2761 -4.4117
F -0.7951 -2.3357 -5.6002
F 0.9201 -2.8106 -4.2494
F -1.1321 -2.8297 -3.5478
*
```

Here are the Löwdin charges for atoms 1 to 2, given in e:
1. Ta 1.926
2. N 0.172

---

No. 4
Entry from the OMol25 dataset: a structure of composition C15H31As2Cl2NRuSe2 (ωB97M-V/def2-TZVPD).

Values from the calculation:
expectation value of S² = 8.7631
frontier orbital gap (spin up / spin down) = 8.3960 / 6.2576 eV

Structure (ORCA input):
```
! RIJCOSX wB97M-V def2-TZVPD def2/J DEFGRID3
* xyz 3 6
Ru 0.0730 1.0095 -0.0788
C -3.4641 0.3565 -1.9859
As -2.2316 -0.4085 -0.7115
C -3.3803 -0.9402 0.7532
C -1.6668 -2.0675 -1.4966
C -2.6355 -2.8709 -2.0958
C -2.2831 -4.0858 -2.6654
C -0.9602 -4.5085 -2.6403
C 0.0088 -3.7154 -2.0439
C -0.3390 -2.4945 -1.4694
As 1.0518 -1.4715 -0.6296
C 2.5655 -1.5840 -1.8206
C 1.5908 -2.5393 0.8897
H -4.3358 -0.2950 -2.0287
H -2.9908 0.4083 -2.9628
H -3.7827 1.3460 -1.6642
H -4.2112 -1.4927 0.3149
H -3.7709 -0.0742 1.2846
H -2.8508 -1.6038 1.4344
H -3.6732 -2.5618 -2.1313
H -3.0399 -4.7026 -3.1310
H -0.6835 -5.4546 -3.0855
H 1.0352 -4.0624 -2.0380
H 2.9579 -2.5987 -1.7720
H 3.3416 -0.8880 -1.5086
H 2.2412 -1.3586 -2.8338
H 1.7769 -3.5471 0.5186
H 0.8033 -2.5860 1.6394
H 2.5085 -2.1490 1.3244
C 2.9433 0.5085 2.8598
Se 2.7967 1.0824 1.0058
C 3.0086 3.0011 1.2728
C 1.9050 3.6488 2.0781
Se 0.1764 3.4865 1.1865
C -0.9720 3.6853 2.7446
H 3.9827 0.6297 3.1550
H 2.6770 -0.5442 2.9096
H 2.2944 1.0918 3.5084
H 3.1070 3.4254 0.2744
H 3.9688 3.1261 1.7749
H 2.0854 4.7196 2.1753
H 1.8043 3.2288 3.0767
H -0.8204 4.6993 3.1062
H -0.7085 2.9608 3.5107
H -2.0043 3.5709 2.4229
Cl 1.7597 1.8798 -2.1112
C 0.5433 2.9434 -2.8875
Cl -1.0320 2.6410 -2.1097
H 0.4733 2.6791 -3.9359
H 0.8296 3.9755 -2.7247
N -0.5373 0.2188 2.0736
H -0.8081 -0.7607 2.0686
H -1.3370 0.7298 2.4419
H 0.2094 0.3127 2.7577
*
```

Here are the Löwdin charges for atoms 1 to 2, given in e:
1. Ru 0.666
2. C -0.281